The following is a quantum chemistry calculation of a structure of composition C24H32CeF4N5O5, from the OMol25 dataset.

Values from the calculation:
- Net charge: +2
- 2S+1: 2
- Energy: -2457.96664 a.u.
- Gap between HOMO and LUMO (alpha / beta): 5.880 / 5.889 eV
- Highest occupied orbital energy (alpha / beta): -12.716 / -12.732 eV

Atoms and positions in Å:
Ce: -0.86 -0.52 0.39
C: -2.73 -3.34 -2.81
C: -1.96 -2.31 -2.00
N: -1.63 -2.69 -0.60
C: -2.82 -3.12 0.18
C: -3.85 -2.00 0.33
C: -0.55 -3.71 -0.53
C: 0.83 -3.12 -0.73
N: 0.97 -1.96 0.15
C: 2.19 -1.41 0.45
C: 2.24 -0.33 1.34
F: 1.02 0.10 1.86
C: 3.36 0.36 1.71
F: 3.23 1.39 2.56
C: 4.60 -0.02 1.23
C: 4.60 -1.08 0.35
F: 5.75 -1.47 -0.20
C: 3.46 -1.75 -0.04
F: 3.58 -2.74 -0.95
H: -2.81 -3.00 -3.84
H: -3.74 -3.50 -2.43
H: -2.22 -4.31 -2.83
H: -2.53 -1.37 -1.98
H: -1.01 -2.09 -2.49
H: -2.46 -3.43 1.16
H: -3.29 -3.99 -0.28
H: -3.40 -1.06 0.65
H: -4.56 -2.27 1.11
H: -4.40 -1.80 -0.58
H: -0.73 -4.52 -1.24
H: -0.59 -4.14 0.47
H: 0.98 -2.85 -1.79
H: 1.55 -3.90 -0.52
H: 5.51 0.49 1.52
O: -1.55 -0.29 4.90
C: -1.59 -0.17 3.60
O: -1.38 -1.07 2.80
C: -2.00 1.20 3.13
C: -2.29 2.28 3.95
C: -2.73 3.44 3.34
C: -2.89 3.48 1.96
C: -2.57 2.35 1.23
N: -2.12 1.25 1.82
C: -2.71 2.16 -0.27
O: -3.16 3.13 -1.03
O: -2.42 1.09 -0.76
H: -1.28 -1.20 5.14
H: -2.19 2.20 5.02
H: -2.97 4.31 3.94
H: -3.26 4.39 1.49
H: -3.40 3.93 -0.53
C: 3.73 1.28 -2.13
N: 2.29 0.99 -2.12
C: 1.89 -0.13 -2.96
C: 1.45 1.51 -1.23
O: 0.40 0.85 -0.90
N: 1.70 2.72 -0.70
C: 2.40 3.77 -1.45
C: 1.02 3.18 0.50
H: 4.26 0.33 -2.16
H: 4.02 1.81 -1.23
H: 4.02 1.87 -3.01
H: 2.27 0.03 -3.97
H: 0.81 -0.20 -3.01
H: 2.30 -1.06 -2.57
H: 2.53 3.47 -2.48
H: 3.37 4.00 -1.01
H: 1.78 4.67 -1.43
H: 0.66 2.34 1.09
H: 0.19 3.85 0.25
H: 1.72 3.73 1.12